(1)
C23H23ClFeN2P as an isolated structure. Source: OMol25; level of theory: the ωB97M-V functional and the def2-TZVPD basis.

```
51
Properties=species:S:1:pos:R:3:forces:R:3:mulliken_charge:R:1
Fe -0.1660 0.1285 -0.0540 1.5 -1.3 2.3 -0.43
Cl 0.3943 -0.4775 1.9332 -0.2 0.1 -0.7 -0.27
P 0.9468 -0.2197 -1.9690 2.4 -0.7 -2.2 1.75
C 0.9119 1.2185 -3.0821 -0.2 0.3 0.1 0.46
C 0.7283 1.0687 -4.4614 0.0 0.1 -0.1 -0.44
C 0.8236 2.1802 -5.3047 0.0 0.3 0.2 -0.71
C 1.0341 3.4632 -4.7788 0.0 -0.5 0.1 -0.54
C 1.1702 3.6142 -3.3921 0.0 0.1 0.0 -0.97
C 1.1345 2.5060 -2.5497 -0.2 -0.2 -0.2 -0.45
C 2.6877 -0.3986 -1.4103 0.0 0.0 0.0 0.84
C 3.0046 -1.3900 -0.4626 0.0 0.3 0.3 -0.48
C 4.3142 -1.5247 -0.0015 -0.1 -0.1 -0.1 -0.76
C 5.3352 -0.7152 -0.5112 -0.4 0.1 -0.2 -0.49
C 5.0274 0.2306 -1.4961 -0.1 -0.1 0.0 -0.66
C 3.7141 0.3840 -1.9552 0.2 0.3 0.1 -0.15
C 0.6154 -1.7404 -2.8810 -0.5 -0.2 0.0 0.66
C -0.4237 -2.6019 -2.4935 0.3 0.0 -0.3 -0.46
C -0.6090 -3.8053 -3.1751 -0.1 -0.2 -0.1 -0.60
C 0.2094 -4.1560 -4.2571 0.1 0.5 0.3 -0.55
C 1.2372 -3.2813 -4.6398 -0.1 -0.1 0.0 -0.78
C 1.4490 -2.0836 -3.9561 0.0 -0.2 -0.1 -0.34
H 2.2198 -2.0336 -0.0574 0.3 0.1 -0.1 0.29
H 4.5405 -2.2725 0.7590 -0.1 0.2 -0.2 0.42
H 6.3596 -0.8277 -0.1538 -0.3 0.1 -0.1 0.41
H 5.8142 0.8603 -1.9120 -0.2 -0.2 0.1 0.42
H 3.4975 1.1229 -2.7335 0.1 -0.3 0.4 0.37
H 0.5363 0.0850 -4.8923 0.0 0.3 0.1 0.52
H 0.7312 2.0462 -6.3824 0.0 0.0 0.3 0.45
H 1.0975 4.3323 -5.4431 0.0 -0.4 0.3 0.42
H 1.3200 4.6108 -2.9706 0.0 -0.3 -0.1 0.43
H 1.2963 2.6424 -1.4775 0.1 0.0 -0.2 0.72
H -1.0871 -2.3344 -1.6674 0.1 -0.1 -0.1 0.10
H -1.4032 -4.4863 -2.8679 0.2 0.2 -0.1 0.40
H 0.0509 -5.0973 -4.7960 0.1 0.4 0.3 0.42
H 1.8806 -3.5391 -5.4808 -0.1 0.1 0.2 0.41
H 2.2561 -1.4175 -4.2724 -0.2 -0.3 0.2 0.56
H -2.8359 0.9132 -8.2475 -0.1 -0.4 0.0 -0.02
H -2.9996 0.1785 -8.2111 0.1 0.4 0.0 0.02
N -5.0060 3.4478 0.2251 0.5 -0.8 -0.1 -0.40
C -3.9026 2.6894 0.0689 -1.2 1.0 -0.1 1.24
C -4.0144 1.2983 -0.0904 0.5 -1.0 -0.1 -0.69
C -2.8776 0.5455 -0.2564 -0.3 1.4 0.3 -0.32
N -1.6449 1.1575 -0.2653 -1.8 1.2 -0.2 -0.08
C -1.5162 2.5185 -0.1252 -1.6 -0.1 0.2 -0.05
C -2.6374 3.3000 0.0330 1.2 -0.3 0.0 -0.82
H -5.9265 3.0238 0.2174 0.2 0.2 0.0 0.22
H -4.9387 4.4481 0.3047 -0.1 0.0 0.0 0.22
H -4.9996 0.8546 -0.0557 0.1 -0.2 -0.1 0.39
H -2.8851 -0.5352 -0.3604 -0.1 0.1 0.0 0.42
H -0.5110 2.9219 -0.1249 -0.1 0.1 0.0 0.50
H -2.5747 4.3708 0.1566 0.2 0.0 0.0 0.37
```
Forces are in eV/Å.

* net charge: +2
* HOMO energy (alpha / beta): -14.744 / -14.751 eV
* Kohn-Sham gap (alpha / beta): 8.7 / 5.1 eV
* spin multiplicity: 6
* <S²>: 8.772
* total energy: -3064.413294 Ha

(2)
The molecule C23H23ClN2O5S. Source: OMol25; level of theory: the ωB97M-V functional and the def2-TZVPD basis.

```
55
Properties=species:S:1:pos:R:3:forces:R:3:mulliken_charge:R:1
C -1.9613 -5.1573 1.0641 0.1 -0.1 -0.1 -1.21
C -1.1518 -4.4626 0.0342 0.3 0.5 -0.4 -0.06
N -0.3054 -5.0841 -0.7412 -0.4 -1.1 0.6 -0.89
O 0.2679 -4.1697 -1.5578 0.2 0.8 -0.3 -0.20
C -0.2429 -2.9523 -1.3081 -1.0 -0.1 0.9 0.25
C 0.1700 -1.8153 -2.1106 0.2 0.1 -0.3 0.15
C -0.7325 -0.7899 -2.3874 0.1 -0.2 0.0 -0.15
C -0.3570 0.2710 -3.1860 0.1 -0.1 -0.2 -0.99
C 0.9235 0.3328 -3.7240 -0.3 -0.1 0.1 1.26
C 1.3100 1.4610 -4.6231 0.5 0.4 0.1 -1.27
S 2.8146 2.3617 -4.0969 -0.2 0.1 -0.1 -0.12
C 2.2210 3.3386 -2.6728 0.2 -0.3 -0.3 -0.74
C 2.5774 2.7099 -1.3327 -0.2 -0.1 0.0 -0.65
C 1.5033 1.7646 -0.8318 0.2 0.2 -0.1 0.64
O 0.3200 1.9617 -0.9669 -0.2 0.2 -0.1 -0.66
O 2.0148 0.7251 -0.2024 0.3 -0.4 0.3 -0.54
C 1.8262 -0.6849 -3.4351 0.0 0.1 -0.1 -0.51
C 1.4567 -1.7519 -2.6447 -0.1 -0.1 0.1 -0.96
C -1.1609 -3.0760 -0.2839 0.8 -0.2 -0.8 1.13
N -1.8699 -2.0580 0.3627 -0.2 -0.3 0.0 0.03
C -1.2547 -0.9232 0.7784 0.0 0.0 0.2 0.72
O -0.0625 -0.7360 0.7028 0.1 0.0 0.1 -0.89
O -2.1396 -0.0577 1.2848 -0.2 -0.1 0.0 -0.59
C -1.6021 1.2182 1.6728 0.2 0.7 0.0 1.18
C -2.7875 2.1374 1.9442 0.2 -0.4 -0.2 -1.79
C -0.7313 1.0920 2.8986 0.1 -0.1 0.0 -0.14
C -0.9838 0.1021 3.8422 0.1 0.1 0.0 -0.22
C -0.2028 -0.0212 4.9768 -0.1 0.0 0.0 -0.96
C 0.8466 0.8551 5.1908 0.0 0.0 0.0 -0.47
C 1.1074 1.8554 4.2724 0.0 0.0 0.0 -0.68
C 0.3208 1.9704 3.1390 -0.2 -0.3 0.2 1.09
Cl 0.6617 3.2462 2.0231 0.1 0.3 -0.1 -0.20
H -3.0214 -5.0805 0.8253 -0.1 0.0 0.0 0.32
H -1.6798 -6.2055 1.0964 0.0 -0.1 0.1 0.36
H -1.7934 -4.7052 2.0390 0.0 0.0 0.1 0.29
H -1.7357 -0.8316 -1.9937 -0.1 0.0 0.1 0.55
H -1.0660 1.0584 -3.3949 0.0 0.1 0.0 0.23
H 0.5085 2.1920 -4.7206 -0.1 -0.1 -0.1 0.39
H 1.5745 1.0859 -5.6133 -0.1 0.1 0.0 0.45
H 2.6999 4.3112 -2.7811 -0.1 0.0 0.0 0.48
H 1.1412 3.4522 -2.7664 0.0 0.1 0.0 0.29
H 3.5244 2.1739 -1.3855 0.0 0.1 0.0 0.41
H 2.6694 3.4946 -0.5779 0.0 0.0 0.1 0.22
H 1.3100 0.1354 0.1539 -0.1 0.3 -0.2 0.65
H 2.8272 -0.6282 -3.8390 0.1 0.0 0.0 0.39
H 2.1583 -2.5431 -2.4278 0.1 -0.1 0.0 0.49
H -2.8451 -2.1930 0.5790 0.1 0.2 -0.1 0.26
H -1.0106 1.6026 0.8319 -0.1 -0.1 0.2 -0.31
H -2.4241 3.1288 2.1978 0.0 0.1 0.0 0.35
H -3.3777 1.7493 2.7697 -0.1 0.0 0.1 0.42
H -3.4133 2.2030 1.0574 -0.1 0.1 -0.1 0.46
H -1.8047 -0.5782 3.6743 -0.1 -0.1 0.0 0.48
H -0.4172 -0.7996 5.6933 0.0 -0.1 0.1 0.39
H 1.4611 0.7645 6.0728 0.1 0.0 0.1 0.39
H 1.9185 2.5501 4.4280 0.1 0.1 0.0 0.45
```
Forces are in eV/Å.

* SMILES: Cc1noc(-c2ccc(CSCCC(=O)O)cc2)c1NC(=O)O[C@@H](C)c1ccccc1Cl
* HOMO energy: -8.353 eV
* Kohn-Sham gap: 8.8 eV
* spin multiplicity: 1
* total energy: -2234.390174 Ha

(3)
C23H23EuPSb as an isolated structure. Source: OMol25; level of theory: the ωB97M-V functional and the def2-TZVPD basis.

```
49
Properties=species:S:1:pos:R:3:forces:R:3:mulliken_charge:R:1
C -0.1266 -0.4450 -4.1663 0.1 -0.6 0.3 -0.73
C -0.8697 -1.2705 -5.0710 0.3 0.0 0.7 -0.68
C -0.3808 -2.6021 -4.9512 0.6 0.7 0.0 -0.32
C 0.7160 -2.6165 -4.0369 -0.8 0.8 0.1 -0.95
C 0.8476 -1.2888 -3.5176 -0.5 0.0 -0.3 -0.27
Eu -0.8143 0.3820 -0.9106 -0.4 -0.8 -0.4 0.25
P -0.9000 3.2222 -1.7847 -0.2 -0.2 -0.4 -0.17
H -0.2060 0.6488 -4.0209 0.0 -0.6 -0.3 0.52
H -1.6824 -0.9305 -5.7238 0.4 -0.2 0.3 0.35
H -0.7456 -3.4516 -5.5283 0.1 0.2 0.2 0.39
H 1.5856 -0.9338 -2.7912 0.0 -0.2 -0.3 0.54
H 1.3324 -3.4793 -3.7758 -0.3 0.3 0.0 0.36
H -1.7947 4.2392 -1.3501 0.1 -0.1 0.0 0.06
H -1.2754 3.3093 -3.1731 0.1 -0.1 0.5 0.07
H 0.1932 4.1212 -1.9253 0.0 0.1 0.0 0.03
C -0.3487 4.8255 2.6023 -0.1 -0.2 -0.1 -0.49
C 0.7170 4.1401 2.0063 -0.1 -0.3 -0.1 -0.51
C 0.6372 2.7507 1.8021 -0.1 1.0 -0.1 0.03
C -0.5345 2.0683 2.1399 0.5 -0.5 0.8 0.52
C -1.6189 2.7514 2.7149 0.3 0.8 -0.1 -0.94
C -1.5202 4.1290 2.9502 0.2 -0.2 -0.2 -0.47
Sb -0.5832 -0.0968 2.3897 -0.1 0.8 0.5 0.68
C 1.5152 -0.4915 1.8139 -0.6 0.1 0.1 0.35
C 2.1183 -0.5507 0.5523 0.8 0.0 0.1 0.90
C 3.5228 -0.6630 0.4456 -0.3 -0.1 -0.1 -0.55
C 4.3146 -0.8102 1.5907 -0.4 0.1 0.2 -0.42
C 3.6997 -0.8073 2.8528 -0.2 -0.1 -0.4 -0.50
C 2.3090 -0.6433 2.9581 0.8 0.0 -0.4 -0.76
C -1.4286 -1.5436 0.8643 0.4 0.5 -2.1 0.08
C -0.8642 -2.8155 1.0746 -0.9 -0.6 0.0 -0.75
C -1.6451 -3.9520 0.8252 0.0 0.5 0.2 -0.57
C -2.9488 -3.8054 0.3179 0.1 -0.2 0.0 -0.45
C -3.4294 -2.5502 -0.0643 0.3 0.6 0.1 -0.65
C -2.6697 -1.3933 0.2048 0.1 -1.6 0.5 0.26
H -0.2664 5.8971 2.8059 -0.1 -0.4 -0.1 0.34
H 1.6201 4.6845 1.6998 -0.4 -0.2 0.2 0.34
H 1.5054 2.2180 1.3992 -0.3 0.1 0.1 0.20
H -2.5252 2.2085 3.0066 0.3 0.2 -0.1 0.30
H -2.3559 4.6691 3.4052 0.3 -0.2 -0.1 0.34
H 1.5473 -0.5451 -0.3939 0.3 0.0 0.6 -0.76
H 3.9862 -0.6503 -0.5523 -0.2 -0.1 0.5 0.35
H 5.4008 -0.9372 1.5089 -0.5 0.1 0.0 0.34
H 4.2943 -0.9526 3.7535 -0.1 0.1 -0.2 0.35
H 1.8468 -0.6292 3.9457 0.1 0.0 -0.2 0.31
H 0.1498 -2.9200 1.4743 -0.3 0.0 -0.2 0.31
H -1.2422 -4.9484 1.0370 -0.2 0.3 -0.1 0.34
H -3.5851 -4.6895 0.2166 0.3 0.3 -0.1 0.33
H -4.3974 -2.4462 -0.5638 0.3 -0.1 0.2 0.36
H -3.1001 -0.4056 -0.0574 0.1 -0.1 0.2 0.34
```
Forces are in eV/Å.

* net charge: -1
* HOMO energy (alpha / beta): -1.908 / -1.923 eV
* Kohn-Sham gap (alpha / beta): 4.5 / 4.6 eV
* spin multiplicity: 8
* <S²>: 16.005
* total energy: -2181.840212 Ha

(4)
The molecule C23H23FN4O4. Source: OMol25; level of theory: the ωB97M-V functional and the def2-TZVPD basis.

```
55
Properties=species:S:1:pos:R:3:forces:R:3:mulliken_charge:R:1
C 0.6404 3.2241 -1.2193 0.0 0.0 0.2 -0.64
C 1.1124 3.2260 0.2323 -0.2 0.4 -0.4 -1.13
N 1.5546 1.9071 0.6506 0.3 0.0 0.0 0.23
C 2.8531 1.6006 0.5116 0.4 -0.3 0.1 0.22
C 3.4116 0.4020 0.8396 0.0 -0.2 0.1 -0.63
C 4.8722 0.2115 0.5926 -0.2 0.3 -0.1 0.29
O 5.5515 1.0824 0.1029 0.1 0.0 0.0 -0.65
O 5.3608 -0.9702 0.9334 0.1 -0.3 0.1 -0.59
C 2.5963 -0.6524 1.3922 0.0 0.4 -0.1 1.33
O 3.0427 -1.7506 1.7548 0.0 -0.1 0.1 -0.89
C 1.1831 -0.3174 1.4753 -0.3 0.1 0.1 0.59
C 0.2782 -1.2790 1.9222 -0.2 0.2 -0.1 -0.75
C -1.0678 -1.0451 1.9263 0.4 -0.2 0.0 0.62
F -1.8355 -2.0812 2.3665 -0.1 0.1 0.0 -0.46
C -1.6341 0.1726 1.4773 0.5 0.1 0.2 -0.25
N -2.9979 0.4153 1.4290 -0.2 0.0 0.4 -0.24
C -3.5378 1.4409 0.5498 0.0 0.2 -0.1 -0.53
C -3.8964 0.8023 -0.8220 0.1 0.2 -0.2 -0.92
N -3.2070 -0.4687 -0.9509 -0.1 0.1 -0.2 -0.04
C -1.8827 -0.3625 -1.3443 -0.3 -0.2 -0.2 0.67
O -1.4421 0.7054 -1.7303 0.2 0.2 -0.1 -0.70
N -1.1592 -1.5189 -1.3253 -0.2 -0.4 0.1 0.00
C 0.2340 -1.6507 -1.4397 0.3 0.1 -0.1 0.58
C 0.8042 -2.8416 -0.9957 -0.1 0.0 -0.1 -0.49
C 2.1718 -3.0262 -1.0535 0.0 0.0 -0.1 -0.79
C 2.9886 -2.0264 -1.5540 0.1 0.0 -0.1 -0.47
C 2.4226 -0.8465 -2.0037 0.0 -0.2 0.0 -0.61
C 1.0532 -0.6538 -1.9561 -0.1 0.2 -0.1 -0.31
C -3.7294 -1.4263 0.0063 -0.1 -0.2 0.1 -0.63
C -3.9156 -0.7095 1.3703 -0.1 -0.3 0.1 -0.99
C -0.7023 1.1518 1.1222 -0.1 0.1 0.0 -0.29
C 0.6742 0.9347 1.0842 -0.2 -0.8 0.4 -0.15
H 1.4702 2.9781 -1.8772 0.1 0.0 -0.1 0.31
H 0.2670 4.2089 -1.4870 0.0 0.1 -0.1 0.44
H -0.1475 2.4920 -1.3770 -0.1 0.0 0.0 0.06
H 1.9583 3.9087 0.3434 -0.1 -0.1 0.1 0.52
H 0.3233 3.5712 0.9035 0.1 0.0 0.0 0.47
H 3.5015 2.3702 0.1138 0.0 0.1 0.0 0.50
H 4.6297 -1.5341 1.3197 0.0 0.3 -0.1 0.40
H 0.6594 -2.2342 2.2482 0.0 -0.1 0.0 0.55
H -4.4335 1.8494 1.0270 0.1 0.0 -0.1 0.48
H -2.8357 2.2548 0.4085 -0.1 0.0 0.0 0.14
H -3.5816 1.4479 -1.6404 -0.2 0.0 0.1 0.47
H -4.9681 0.6115 -0.9052 0.0 0.0 0.0 0.34
H -1.6267 -2.3711 -1.0556 0.0 0.2 -0.1 0.23
H 0.1708 -3.6227 -0.5970 -0.1 -0.1 0.1 0.35
H 2.6015 -3.9491 -0.6959 0.0 -0.1 0.1 0.37
H 4.0581 -2.1645 -1.5887 0.1 0.0 0.0 0.41
H 3.0542 -0.0644 -2.3986 0.1 0.1 0.0 0.41
H 0.6162 0.2616 -2.3147 0.0 0.0 0.0 0.47
H -3.0573 -2.2740 0.1287 -0.1 0.0 0.0 0.24
H -4.6892 -1.8054 -0.3607 0.1 -0.1 0.1 0.43
H -4.9251 -0.3009 1.4527 0.1 0.0 0.0 0.37
H -3.7761 -1.3938 2.2012 -0.1 0.1 -0.1 0.46
H -1.0668 2.1101 0.8070 0.0 0.0 -0.1 0.19
```
Forces are in eV/Å.

* SMILES: CCn1cc(C(=O)O)c(=O)c2cc(F)c(N3CCN(C(=O)Nc4ccccc4)CC3)cc21
* HOMO energy: -8.327 eV
* Kohn-Sham gap: 8.5 eV
* spin multiplicity: 1
* total energy: -1510.188582 Ha